# 1
One molecule with the formula C21H19N3O5S in a non-equilibrium geometry. Source: OMol25; level of theory: the ωB97M-V functional and the def2-TZVPD basis.

Summary:
structure (SMILES)	CC(C)[C@H](NC(=O)c1ccco1)C(=O)OCc1cc(=O)n2c(n1)sc1ccccc12
relative energy (zero: lowest compared OMol25 entry of this formula, charge and spin)	0.8	kcal per mole
HOMO level	-8.5	eV
E_tot	-1750.36051	a.u.

Last column: Mulliken charge in e.
Positions of all 49 atoms, in Å:
C 2.0014 -0.3891 2.1157  -1.593
C 2.0570 -1.6573 1.2693  0.448
C 2.6620 -1.3638 -0.1012  -1.452
C 0.6470 -2.2847 1.1523  0.007
N 0.6482 -3.4389 0.2859  -0.143
C 0.4227 -4.6940 0.7445  0.269
O 0.2715 -4.9642 1.9204  -0.704
C 0.3933 -5.7149 -0.3149  0.410
C 0.1986 -7.0686 -0.2188  -0.501
C 0.2604 -7.5700 -1.5366  -0.408
C 0.4868 -6.4907 -2.3368  -0.439
O 0.5691 -5.3665 -1.6135  -0.304
C -0.3791 -1.2988 0.6055  0.147
O -0.4323 -0.9336 -0.5396  -0.635
O -1.2501 -0.9338 1.5474  -0.316
C -2.3250 -0.0983 1.1279  -0.665
C -1.8764 1.2891 0.7611  0.671
C -0.8959 1.9436 1.4428  -0.896
C -0.4462 3.2475 1.0519  0.603
O 0.4315 3.8970 1.5768  -0.684
N -1.1556 3.7544 -0.0752  0.111
C -2.1462 3.0179 -0.6567  0.401
N -2.5215 1.8371 -0.2925  -0.534
S -2.8946 3.8363 -1.9958  -0.271
C -1.8263 5.2055 -1.7542  0.417
C -1.7890 6.3785 -2.4872  -0.456
C -0.8646 7.3442 -2.1325  -0.479
C 0.0028 7.1374 -1.0671  -0.653
C -0.0298 5.9670 -0.3317  -0.432
C -0.9545 4.9915 -0.6794  0.071
H 1.4572 -0.5643 3.0410  0.382
H 3.0073 -0.0610 2.3661  0.499
H 1.5139 0.4122 1.5652  0.279
H 2.6812 -2.3989 1.7797  0.460
H 2.8612 -2.2840 -0.6450  0.327
H 3.6027 -0.8320 0.0194  0.448
H 1.9899 -0.7460 -0.6917  0.286
H 0.3179 -2.6249 2.1401  0.448
H 0.6989 -3.2670 -0.7068  0.430
H 0.0344 -7.6153 0.6861  0.526
H 0.1515 -8.5889 -1.8459  0.446
H 0.6041 -6.3989 -3.3989  0.455
H -2.8254 -0.5356 0.2581  0.362
H -3.0130 -0.0679 1.9763  0.295
H -0.4156 1.5009 2.2997  0.674
H -2.4681 6.5246 -3.3113  0.393
H -0.8192 8.2662 -2.6910  0.385
H 0.7173 7.9019 -0.8048  0.392
H 0.6388 5.7992 0.4959  0.527

=====

# 2
One molecule with the formula C21H19N5O2S in a non-equilibrium geometry. Source: OMol25; level of theory: the ωB97M-V functional and the def2-TZVPD basis.

Summary:
structure (SMILES)	O=C(Nc1cc(-c2ccncc2)no1)[C@H](Cc1ccccc1)NCc1cncs1
relative energy (zero: lowest compared OMol25 entry of this formula, charge and spin)	98.9	kcal per mole
HOMO level	-9.1	eV
E_tot	-1634.02210	a.u.

Last column: Mulliken charge in e.
Positions of all 48 atoms, in Å:
O -0.1107 2.2328 0.7350  -0.725
C 0.2488 1.4787 -0.2108  -0.020
N -0.6777 0.6243 -0.8071  -0.002
C -2.0145 0.4873 -0.4128  0.079
C -2.8053 -0.5142 -0.8767  -0.420
C -4.0906 -0.2463 -0.3298  0.500
C -5.2471 -1.1103 -0.4661  0.759
C -5.2895 -2.2509 -1.2783  -0.313
C -6.4612 -3.0072 -1.3481  -0.338
N -7.5381 -2.7323 -0.6077  -0.625
C -7.4945 -1.6749 0.2129  -0.281
C -6.4182 -0.8560 0.2726  -0.417
N -4.0799 0.8006 0.4590  -0.599
O -2.7280 1.2954 0.4140  -0.145
C 1.7090 1.4897 -0.6732  0.315
C 2.5359 0.4967 0.1873  -0.895
C 2.0339 -0.9609 0.1985  0.015
C 1.1596 -1.3219 1.2254  -0.012
C 0.6808 -2.6214 1.3429  -0.783
C 1.0732 -3.5338 0.3660  -0.406
C 1.9835 -3.1920 -0.6549  -0.714
C 2.4896 -1.9104 -0.7165  -0.187
N 2.2866 2.8679 -0.6112  -0.358
C 3.7262 3.1826 -0.8236  -0.994
C 4.5315 3.1393 0.4768  0.779
C 5.8264 2.7687 0.5712  -0.633
N 6.4028 2.8185 1.8076  -0.580
C 5.5353 3.2534 2.6877  -0.109
S 3.9508 3.6585 2.0531  -0.078
H -0.2445 -0.0932 -1.4058  0.307
H -2.5091 -1.3345 -1.4643  0.375
H -4.4551 -2.5329 -1.9255  0.259
H -6.4932 -3.8127 -2.0800  0.345
H -8.3437 -1.4476 0.8466  0.354
H -6.3976 -0.0044 0.9567  0.409
H 1.7698 1.1576 -1.7020  0.240
H 2.7138 0.8378 1.2264  0.338
H 3.5557 0.4586 -0.2063  0.649
H 0.8420 -0.6010 1.9606  0.399
H -0.0659 -2.8529 2.1070  0.387
H 0.7191 -4.5532 0.3867  0.392
H 2.3169 -3.9792 -1.3157  0.412
H 3.2621 -1.6979 -1.4557  0.390
H 1.9246 3.2987 0.2349  0.313
H 4.1287 2.5056 -1.5239  0.431
H 3.8300 4.1589 -1.2785  0.356
H 6.3975 2.4500 -0.2776  0.427
H 5.8306 3.3808 3.7230  0.407

=====

# 3
One molecule with the formula C21H19N5O3 in a non-equilibrium geometry. Source: OMol25; level of theory: the ωB97M-V functional and the def2-TZVPD basis.

Summary:
structure (SMILES)	Cc1ccc(Cn2nnc3c(=O)n(CC(=O)OCc4ccccc4)cnc32)cc1
relative energy (zero: lowest compared OMol25 entry of this formula, charge and spin)	0.0	kcal per mole
HOMO level	-9.1	eV
E_tot	-1311.16809	a.u.

Last column: Mulliken charge in e.
Positions of all 48 atoms, in Å:
C 5.5521 3.9442 -1.3346  -1.387
C 5.0982 2.8834 -0.3792  0.921
C 3.9922 3.0742 0.4372  -0.680
C 3.5877 2.0931 1.3261  -0.550
C 4.2931 0.9039 1.4209  0.885
C 3.8528 -0.1884 2.3643  -1.484
N 3.2371 -1.2594 1.6241  0.712
N 3.9473 -2.2196 1.0142  -0.673
N 3.1783 -3.0063 0.3801  -0.575
C 1.8984 -2.5905 0.5445  0.247
C 0.6429 -3.0959 0.0655  0.021
O 0.4078 -4.0468 -0.6405  -0.643
N -0.4279 -2.2947 0.5677  0.047
C -1.7552 -2.6482 0.1245  -1.144
C -2.3357 -1.5731 -0.7916  0.881
O -1.8527 -0.4837 -0.9411  -0.573
O -3.4353 -2.0226 -1.3756  -0.286
C -4.1473 -1.1218 -2.2449  -1.064
C -5.2135 -0.3879 -1.4763  0.700
C -6.4969 -0.9102 -1.3819  -0.501
C -7.4657 -0.2517 -0.6453  -0.502
C -7.1572 0.9298 0.0077  -0.402
C -5.8771 1.4509 -0.0768  -0.619
C -4.9074 0.7955 -0.8153  -0.209
C -0.2580 -1.1998 1.3470  0.101
N 0.8631 -0.7323 1.7762  -0.533
C 1.9326 -1.4449 1.3535  1.236
C 5.3945 0.6995 0.5986  -0.421
C 5.7906 1.6800 -0.2893  -0.670
H 6.5029 4.3628 -1.0050  0.303
H 5.7010 3.5250 -2.3282  0.345
H 4.8253 4.7498 -1.3987  0.341
H 3.4360 3.9986 0.3762  0.304
H 2.7185 2.2531 1.9473  0.349
H 3.1147 0.1859 3.0765  0.491
H 4.7134 -0.6081 2.8918  0.369
H -1.6750 -3.5906 -0.4284  0.404
H -2.4315 -2.7875 0.9732  0.313
H -3.4308 -0.4212 -2.6847  0.400
H -4.5815 -1.7579 -3.0182  0.446
H -6.7361 -1.8335 -1.8888  0.369
H -8.4626 -0.6617 -0.5804  0.372
H -7.9138 1.4435 0.5820  0.374
H -5.6328 2.3715 0.4321  0.378
H -3.9075 1.1987 -0.8801  0.437
H -1.1574 -0.6806 1.6456  0.399
H 5.9300 -0.2369 0.6523  0.393
H 6.6485 1.5124 -0.9243  0.377

=====

# 4
One molecule with the formula C21H19NO2S. Source: OMol25; level of theory: the ωB97M-V functional and the def2-TZVPD basis.

Summary:
structure (SMILES)	COc1ccccc1NC(=O)[C@H](Sc1ccccc1)c1ccccc1
relative energy (zero: lowest compared OMol25 entry of this formula, charge and spin)	3.0	kcal per mole
HOMO level	-8.3	eV
E_tot	-1415.06734	a.u.

Last column: Mulliken charge in e.
Positions of all 44 atoms, in Å:
C -1.7430 -0.8312 -3.7194  -1.006
O -1.4784 -0.0012 -2.6168  -0.202
C -2.0292 1.2385 -2.5837  0.812
C -2.7191 1.8399 -3.6293  -0.659
C -3.1664 3.1462 -3.5142  -0.731
C -2.9302 3.8745 -2.3639  -0.673
C -2.2671 3.2792 -1.3038  -0.416
C -1.8328 1.9692 -1.3985  0.117
N -1.1752 1.3457 -0.3184  0.112
C -1.5564 0.1513 0.1858  -0.105
O -2.5598 -0.4449 -0.1216  -0.670
C -0.5370 -0.4615 1.1583  -0.049
S 0.0647 0.8023 2.3330  -0.302
C 1.2234 -0.0615 3.3573  1.177
C 1.4753 -1.4220 3.2716  -0.392
C 2.4003 -1.9978 4.1259  -0.678
C 3.0705 -1.2324 5.0631  -0.490
C 2.8125 0.1269 5.1476  -0.509
C 1.8946 0.7127 4.2995  -0.759
C 0.5241 -1.0573 0.2724  0.014
C 1.6746 -0.3631 -0.0732  0.057
C 2.5934 -0.9252 -0.9412  -0.950
C 2.3648 -2.1779 -1.4822  -0.394
C 1.2120 -2.8699 -1.1496  -0.754
C 0.2959 -2.3144 -0.2768  -0.151
H -2.8166 -0.9994 -3.8442  0.406
H -1.2533 -1.7772 -3.4936  0.223
H -1.3249 -0.4182 -4.6440  0.357
H -2.9021 1.2994 -4.5444  0.414
H -3.6975 3.5955 -4.3399  0.380
H -3.2690 4.8957 -2.2841  0.372
H -2.0899 3.8249 -0.3889  0.433
H -0.4225 1.8465 0.1320  0.274
H -1.0556 -1.2335 1.7326  0.828
H 0.9702 -2.0404 2.5477  0.287
H 2.5935 -3.0579 4.0523  0.386
H 3.7896 -1.6912 5.7246  0.372
H 3.3290 0.7337 5.8764  0.376
H 1.6855 1.7704 4.3566  0.366
H 1.8645 0.6133 0.3490  0.433
H 3.4894 -0.3790 -1.1966  0.406
H 3.0817 -2.6141 -2.1619  0.423
H 1.0259 -3.8470 -1.5711  0.438
H -0.6094 -2.8473 -0.0243  0.429